Entry 1:
{
  "formula": "C3H3HgO4",
  "method": "ωB97M-V/def2-TZVPD",
  "homo_ev": [-9.18, -9.18],
  "spin_multiplicity": 2,
  "gap_ev": [9.503, 6.421],
  "e_tot_ev": -15521.9941,
  "species": ["H", "O", "C", "C", "H", "O", "C", "O", "O", "Hg", "H"],
  "positions_angstrom": [[-1.666, -1.855, 0.912], [-2.217, 1.212, 1.308], [-2.177, -1.071, 0.352], [-2.091, 0.176, 0.801], [-2.977, -1.311, -0.347], [1.011, -0.364, -1.298], [1.725, 0.426, -0.495], [2.878, 0.082, -0.136], [1.234, 1.561, -0.233], [3.371, 2.401, -0.022], [0.909, -1.257, -0.843]],
  "forces_ev_per_a": [[0.0, 0.3, -0.3], [0.7, -0.2, -0.6], [0.1, 0.4, 0.3], [-1.3, -0.6, 0.6], [0.5, 0.2, 0.1], [-1.2, -2.2, 1.0], [0.6, 0.8, 0.2], [0.1, -0.4, 0.0], [-0.1, 0.2, -0.4], [0.1, 0.2, 0.3], [0.4, 1.4, -1.1]],
  "lowdin_charge": [0.06, 0.17, -0.01, -0.26, 0.06, 0.08, -0.90, -0.15, -0.17, 0.96, 0.15]
}



Entry 2:
{
  "formula": "C3H3I",
  "method": "ωB97M-V/def2-TZVPD",
  "homo_ev": [-7.28, -6.96],
  "gap_ev": [5.159, 4.257],
  "e_tot_ev": -11254.8386,
  "species": ["C", "C", "C", "I", "H", "H", "H"],
  "positions_angstrom": [[0.580, -0.049, 0.320], [-0.244, -0.405, -0.730], [0.788, 0.275, -1.206], [-1.972, 0.175, 3.147], [0.584, -0.039, 1.365], [-1.166, -0.788, -1.055], [1.430, 0.831, -1.842]],
  "forces_ev_per_a": [[-0.6, 0.5, -6.5], [0.1, 0.1, 0.4], [0.6, -0.2, 5.4], [0.5, 0.0, -0.6], [0.3, 0.1, 1.9], [-1.1, -0.7, 0.0], [0.1, 0.2, -0.6]],
  "lowdin_charge": [0.18, -0.01, 0.19, -0.57, 0.00, 0.12, 0.11]
}



Entry 3:
{
  "formula": "C3H3I2N2O2",
  "method": "ωB97M-V/def2-TZVPD",
  "homo_ev": -13.34,
  "total_charge": 1,
  "gap_ev": 7.705,
  "e_tot_ev": -26425.4136,
  "species": ["C", "C", "C", "N", "N", "O", "O", "I", "I", "H", "H", "H"],
  "positions_angstrom": [[0.469, 2.037, -0.681], [-0.622, -0.794, 1.096], [1.295, -0.942, 0.053], [-0.085, 1.004, -0.356], [0.158, -0.115, 0.344], [0.881, 2.978, -1.113], [-0.934, -1.674, 1.734], [-2.876, 0.338, -1.760], [-2.996, 0.885, 0.852], [1.547, -1.565, 0.827], [2.042, -0.285, -0.319], [1.122, -1.867, -0.677]],
  "forces_ev_per_a": [[-0.6, -3.9, 1.9], [-1.6, 1.5, -0.2], [0.5, -2.4, -3.9], [-1.3, -0.2, 0.0], [0.4, 0.1, 0.1], [1.4, 3.7, -1.5], [-0.2, -0.8, 0.7], [-0.4, 0.0, 0.1], [0.0, -0.2, -0.2], [1.1, -0.5, 2.8], [1.0, 0.1, -0.1], [-0.3, 2.5, 0.5]],
  "lowdin_charge": [-0.27, -0.35, 0.04, 0.03, -0.11, 0.30, 0.30, 0.26, 0.44, 0.08, 0.11, 0.18]
}



Entry 4:
{
  "formula": "C3H3I2NO",
  "method": "ωB97M-V/def2-TZVPD",
  "homo_ev": [-5.80, -9.58],
  "spin_multiplicity": 3,
  "gap_ev": [5.322, 7.277],
  "e_tot_ev": -22892.5891,
  "species": ["C", "C", "C", "N", "O", "I", "I", "H", "H", "H"],
  "positions_angstrom": [[-0.389, 0.507, 0.774], [-1.895, -1.310, 0.171], [0.661, -1.264, -1.922], [-1.492, -0.215, 0.422], [-2.441, -2.283, -0.119], [1.539, -0.167, -0.280], [0.268, 0.105, -3.547], [-0.521, 1.548, 0.486], [-0.139, 0.406, 1.832], [1.505, -1.873, -2.253]],
  "forces_ev_per_a": [[-1.3, 1.1, 0.6], [0.2, 1.2, 0.2], [0.3, 1.8, -1.0], [-1.0, -0.4, -0.1], [-0.7, -1.7, -0.4], [2.7, -0.7, 0.0], [-0.3, -1.0, 0.8], [0.3, 0.0, 0.0], [0.3, 0.0, -0.2], [-0.5, -0.3, 0.2]],
  "lowdin_charge": [-0.49, -0.37, -0.97, 0.02, 0.16, 1.01, 0.63, 0.05, 0.05, -0.10]
}